The following is a quantum chemistry calculation of 16 unconnected molecules or ions with the total composition C40H112N8O16, from OMol25.

Positions of all 176 atoms, in Å:
1 C 0.16 4.53 -0.72
2 O -0.02 5.66 -0.30
3 N -0.63 3.39 -0.37
4 N 1.10 4.23 -1.62
5 H -1.18 3.36 0.51
6 H -0.20 2.50 -0.65
7 H 1.74 4.91 -1.95
8 H 1.17 3.37 -2.12
9 C 3.85 5.05 0.45
10 O 4.53 5.10 -0.56
11 N 3.94 4.06 1.40
12 N 2.98 6.02 0.80
13 H 3.36 4.05 2.23
14 H 4.43 3.25 1.12
15 H 2.17 5.74 1.34
16 H 2.74 6.60 -0.01
17 C 6.88 2.24 0.35
18 O 5.81 1.58 0.38
19 N 8.00 1.58 0.68
20 N 7.08 3.54 -0.13
21 H 7.92 0.85 1.35
22 H 8.88 2.10 0.72
23 H 6.21 4.07 -0.43
24 H 7.89 4.05 0.32
25 C 0.06 3.24 3.17
26 O 1.15 3.75 3.24
27 N -1.11 3.77 3.72
28 N -0.12 1.97 2.64
29 H -0.97 4.76 3.74
30 H -2.01 3.41 3.45
31 H 0.73 1.58 2.21
32 H -1.10 1.62 2.57
33 C 1.00 -1.26 0.19
34 C 0.67 -0.28 -0.88
35 C -0.85 -0.01 -0.89
36 O 1.31 0.99 -0.64
37 H 0.63 -2.23 -0.05
38 H 0.70 -1.01 1.24
39 H 2.05 -1.34 0.28
40 H 0.96 -0.68 -1.85
41 H -1.14 0.34 0.14
42 H -1.38 -1.00 -0.97
43 H -1.12 0.64 -1.72
44 H 2.12 1.07 -1.17
45 C -5.23 -0.61 -0.21
46 C -5.63 -1.37 1.02
47 C -7.13 -1.12 1.38
48 O -5.56 -2.74 0.77
49 H -5.55 0.44 -0.19
50 H -5.72 -1.04 -1.13
51 H -4.15 -0.55 -0.46
52 H -5.10 -1.12 1.97
53 H -7.38 -1.88 2.12
54 H -7.85 -1.13 0.58
55 H -7.32 -0.18 1.84
56 H -4.67 -2.97 0.54
57 C -1.97 -3.88 -0.09
58 C -1.96 -3.84 -1.62
59 C -3.03 -3.00 -2.32
60 O -0.64 -3.31 -1.86
61 H -1.71 -2.95 0.32
62 H -1.29 -4.66 0.21
63 H -3.01 -4.12 0.30
64 H -2.04 -4.85 -1.91
65 H -2.97 -3.04 -3.40
66 H -2.86 -1.98 -2.04
67 H -4.05 -3.25 -2.02
68 H -0.57 -3.11 -2.79
69 C 1.03 -4.00 -5.57
70 C 0.91 -2.47 -5.39
71 C 0.68 -1.74 -6.68
72 O -0.17 -2.21 -4.51
73 H 1.90 -4.30 -6.21
74 H 0.13 -4.34 -6.11
75 H 1.18 -4.42 -4.56
76 H 1.84 -2.13 -4.92
77 H -0.32 -1.94 -7.03
78 H 1.42 -2.19 -7.36
79 H 0.88 -0.70 -6.62
80 H -0.99 -2.42 -4.97
81 C -4.76 4.05 -1.21
82 C -4.30 3.58 0.19
83 C -5.31 3.44 1.26
84 O -3.63 2.25 0.09
85 H -4.04 3.78 -2.01
86 H -4.87 5.13 -1.03
87 H -5.76 3.78 -1.55
88 H -3.56 4.32 0.51
89 H -4.84 3.51 2.26
90 H -5.94 2.55 1.16
91 H -6.11 4.20 1.30
92 H -2.92 2.41 -0.54
93 C 3.44 -3.74 -2.67
94 C 3.82 -2.53 -1.83
95 C 5.24 -2.36 -1.33
96 O 3.49 -1.44 -2.75
97 H 3.97 -3.81 -3.66
98 H 2.36 -3.73 -2.90
99 H 3.68 -4.65 -2.09
100 H 3.23 -2.37 -0.91
101 H 5.53 -3.27 -0.79
102 H 5.25 -1.47 -0.69
103 H 5.92 -2.27 -2.17
104 H 3.80 -0.59 -2.37
105 C -2.80 0.92 5.00
106 C -3.64 0.93 3.73
107 C -5.05 1.34 3.93
108 O -2.96 1.65 2.72
109 H -2.49 1.89 5.30
110 H -1.94 0.30 4.82
111 H -3.41 0.62 5.83
112 H -3.58 -0.08 3.37
113 H -5.10 2.21 4.64
114 H -5.62 0.51 4.33
115 H -5.43 1.62 2.97
116 H -3.57 1.75 1.94
117 C -3.34 0.17 -5.07
118 C -2.98 0.83 -3.80
119 C -1.77 1.78 -3.88
120 O -4.01 1.63 -3.31
121 H -4.28 -0.33 -4.93
122 H -2.64 -0.57 -5.46
123 H -3.55 0.91 -5.81
124 H -2.64 0.20 -3.04
125 H -0.85 1.18 -4.06
126 H -1.59 2.30 -2.96
127 H -1.99 2.47 -4.69
128 H -4.82 1.08 -3.08
129 C 5.26 1.98 3.57
130 C 4.32 1.02 2.85
131 C 4.82 -0.43 2.69
132 O 3.12 0.89 3.67
133 H 6.25 1.96 3.17
134 H 5.26 1.65 4.57
135 H 4.95 3.08 3.52
136 H 4.07 1.41 1.86
137 H 5.70 -0.41 2.02
138 H 4.05 -1.04 2.24
139 H 4.97 -0.88 3.71
140 H 2.80 1.77 3.82
141 C -3.55 -3.94 3.49
142 C -4.43 -3.72 4.71
143 C -3.75 -3.10 5.91
144 O -5.55 -2.85 4.31
145 H -2.97 -3.08 3.14
146 H -4.14 -4.38 2.58
147 H -2.77 -4.69 3.69
148 H -4.89 -4.65 4.90
149 H -4.45 -2.69 6.65
150 H -3.14 -2.19 5.60
151 H -3.12 -3.84 6.45
152 H -5.58 -2.85 3.37
153 C 3.65 -4.77 1.57
154 C 2.29 -4.90 2.29
155 C 1.98 -3.75 3.23
156 O 1.15 -5.05 1.37
157 H 3.83 -3.80 1.20
158 H 3.77 -5.56 0.80
159 H 4.45 -4.98 2.31
160 H 2.36 -5.85 2.88
161 H 2.21 -2.77 2.78
162 H 2.54 -3.87 4.18
163 H 0.89 -3.86 3.46
164 H 0.99 -4.19 0.98
165 C 5.20 2.48 -3.37
166 C 3.89 2.30 -2.62
167 C 2.69 2.19 -3.50
168 O 3.86 1.10 -1.81
169 H 5.20 1.53 -3.98
170 H 6.11 2.48 -2.71
171 H 5.16 3.29 -4.13
172 H 3.81 3.14 -1.90
173 H 2.55 3.11 -4.12
174 H 1.72 1.96 -3.00
175 H 2.72 1.38 -4.23
176 H 4.62 1.23 -1.21

Orbital gap in eV: 9.900
Lowest unoccupied orbital energy in hartree: 0.017
Maximum force in eV Å⁻¹: 3.74
HOMO energy in eV: -9.428
ΔE to the lowest compared entry with this formula, charge and spin in kJ/mol: 0.00
Calculated total energy in eV: -87980.6664

***

The following is a quantum chemistry calculation of 14 unconnected molecules or ions with the total composition C40H114N6O14, from OMol25.

Positions of all 174 atoms, in Å:
1 C 3.76 -5.42 -1.99
2 C 4.16 -5.06 -3.36
3 O 3.67 -3.79 -3.78
4 H 4.05 -6.44 -1.83
5 H 2.59 -5.40 -2.00
6 H 4.14 -4.68 -1.27
7 H 3.90 -5.87 -4.11
8 H 5.25 -5.01 -3.42
9 H 2.67 -3.84 -3.70
10 C 6.21 -0.72 -2.23
11 C 4.83 -0.51 -1.53
12 O 3.74 -1.06 -2.24
13 H 6.07 -0.90 -3.27
14 H 6.79 -1.52 -1.73
15 H 6.90 0.11 -2.14
16 H 4.65 0.54 -1.53
17 H 4.75 -0.89 -0.50
18 H 4.05 -1.99 -2.48
19 C 3.45 5.08 2.52
20 C 2.00 4.95 2.91
21 O 1.20 4.77 1.71
22 H 3.83 4.12 2.25
23 H 4.08 5.42 3.38
24 H 3.56 5.73 1.63
25 H 1.62 5.86 3.41
26 H 1.77 4.05 3.53
27 H 0.34 5.23 1.71
28 C -3.81 1.57 1.90
29 C -3.40 1.83 0.46
30 O -4.38 1.31 -0.49
31 H -4.79 1.89 2.11
32 H -3.05 1.89 2.65
33 H -3.76 0.53 2.07
34 H -2.42 1.36 0.25
35 H -3.21 2.90 0.35
36 H -5.27 1.27 -0.08
37 C 1.40 0.17 4.93
38 C 0.57 0.20 6.20
39 O -0.83 0.22 5.89
40 H 1.28 -0.77 4.33
41 H 2.46 0.24 5.21
42 H 1.14 1.03 4.25
43 H 0.88 1.08 6.75
44 H 0.75 -0.74 6.80
45 H -1.16 -0.68 5.78
46 C -4.84 -3.46 -1.23
47 C -3.89 -2.91 -2.25
48 O -2.55 -3.35 -2.09
49 H -4.71 -3.11 -0.21
50 H -4.71 -4.52 -1.22
51 H -5.86 -3.24 -1.52
52 H -3.83 -1.81 -2.27
53 H -4.16 -3.19 -3.30
54 H -2.71 -4.27 -1.88
55 C 1.61 2.75 -1.90
56 C 2.61 3.88 -1.68
57 O 2.87 4.19 -0.33
58 H 1.59 2.34 -2.91
59 H 0.56 3.03 -1.80
60 H 1.83 1.91 -1.22
61 H 2.30 4.74 -2.22
62 H 3.49 3.52 -2.17
63 H 1.99 4.47 0.06
64 C 0.60 -5.51 -4.66
65 C -0.02 -4.38 -3.81
66 O 0.90 -3.86 -2.90
67 H 1.14 -6.23 -3.98
68 H 1.30 -5.03 -5.34
69 H -0.16 -6.00 -5.24
70 H -0.96 -4.78 -3.32
71 H -0.23 -3.56 -4.49
72 H 0.39 -3.16 -2.41
73 C -2.55 -1.89 3.27
74 C -1.93 -3.20 3.60
75 C -0.58 -3.03 4.14
76 O -0.10 -4.31 4.45
77 C 1.02 -4.48 5.27
78 N -2.88 -3.87 4.48
79 H -3.37 -1.96 2.57
80 H -1.87 -1.18 2.79
81 H -2.83 -1.49 4.27
82 H -1.96 -3.79 2.62
83 H -0.62 -2.45 5.06
84 H 0.08 -2.40 3.53
85 H 1.31 -5.57 5.31
86 H 0.82 -4.07 6.27
87 H 1.88 -3.95 4.85
88 H -2.88 -3.54 5.41
89 H -2.78 -4.90 4.51
90 C 0.12 -5.82 1.29
91 C 1.41 -6.40 0.76
92 C 1.91 -7.49 1.82
93 O 3.20 -7.90 1.46
94 C 3.38 -9.29 1.13
95 N 1.12 -7.04 -0.47
96 H 0.11 -5.38 2.27
97 H -0.56 -6.63 1.27
98 H -0.25 -5.04 0.76
99 H 2.16 -5.57 0.73
100 H 1.15 -8.31 1.89
101 H 1.96 -7.04 2.83
102 H 2.88 -9.41 0.19
103 H 2.88 -9.96 1.89
104 H 4.47 -9.52 0.96
105 H 0.61 -6.37 -1.02
106 H 1.97 -7.23 -0.99
107 C -2.97 1.42 -4.79
108 C -1.90 0.83 -3.87
109 C -0.56 0.99 -4.57
110 O 0.33 0.30 -3.71
111 C 1.46 -0.17 -4.43
112 N -1.86 1.65 -2.65
113 H -3.02 0.91 -5.72
114 H -2.70 2.44 -5.12
115 H -3.98 1.41 -4.34
116 H -2.01 -0.29 -3.71
117 H -0.28 2.04 -4.70
118 H -0.53 0.45 -5.55
119 H 1.13 -0.68 -5.33
120 H 2.05 -0.85 -3.79
121 H 2.13 0.67 -4.76
122 H -2.83 1.79 -2.27
123 H -1.38 1.22 -1.86
124 C -3.29 7.48 1.89
125 C -3.79 6.26 2.61
126 C -2.59 5.61 3.41
127 O -3.08 4.37 3.92
128 C -1.94 3.77 4.60
129 N -4.76 6.69 3.60
130 H -2.63 7.13 1.06
131 H -2.69 8.11 2.52
132 H -4.18 8.01 1.42
133 H -4.11 5.46 1.87
134 H -2.22 6.22 4.21
135 H -1.77 5.45 2.72
136 H -1.07 3.63 3.95
137 H -2.17 2.76 4.84
138 H -1.62 4.35 5.49
139 H -5.12 5.90 4.13
140 H -5.55 7.11 3.19
141 C -0.26 8.38 -3.47
142 C -0.84 7.15 -4.18
143 C -0.62 5.87 -3.32
144 O -1.41 6.15 -2.14
145 C -1.01 5.21 -1.18
146 N -2.20 7.42 -4.51
147 H -0.63 8.47 -2.46
148 H -0.37 9.32 -4.05
149 H 0.82 8.26 -3.35
150 H -0.27 7.17 -5.07
151 H 0.47 5.84 -3.12
152 H -0.83 4.91 -3.77
153 H -1.59 5.30 -0.29
154 H 0.10 5.23 -1.01
155 H -1.17 4.17 -1.55
156 H -2.58 6.79 -5.19
157 H -2.81 7.39 -3.69
158 C 1.87 -2.67 0.32
159 C 0.59 -1.76 0.06
160 C 0.91 -0.39 0.72
161 O -0.11 0.59 0.54
162 C 0.22 1.77 1.23
163 N 0.28 -1.75 -1.40
164 H 1.78 -3.74 0.11
165 H 2.28 -2.60 1.35
166 H 2.69 -2.26 -0.36
167 H -0.22 -2.21 0.69
168 H 1.80 -0.05 0.22
169 H 1.10 -0.54 1.83
170 H -0.21 2.63 0.72
171 H 1.26 2.00 1.09
172 H -0.12 1.79 2.26
173 H 0.96 -1.20 -1.86
174 H -0.57 -1.17 -1.58

Orbital gap in eV: 9.416
Lowest unoccupied orbital energy in hartree: 0.019
Maximum force in eV Å⁻¹: 3.60
HOMO energy in eV: -8.904
ΔE to the lowest compared entry with this formula, charge and spin in kJ/mol: 374.74
Calculated total energy in eV: -80927.1400